(1)
ORCA calculation (wB97M-V/def2-TZVPD) on C11H9Cl4FeNO7 as an isolated structure in a non-equilibrium geometry.

XYZ file:
```
33
Properties=species:S:1:pos:R:3:mulliken_spin:R:1
Fe -0.568 -0.037 -0.348 3.82
O -3.598 1.105 0.729 0.00
C -2.363 1.191 1.162 0.01
O -1.473 1.801 0.589 0.01
C -2.075 0.457 2.469 0.00
O -0.784 -0.127 2.328 0.01
C -0.689 -1.490 2.699 0.00
C -1.029 -2.471 1.504 0.00
O -1.240 -3.632 1.764 0.01
O -1.008 -1.897 0.375 0.06
H -3.675 1.458 -0.178 0.00
H -2.850 -0.285 2.682 0.00
H -2.039 1.201 3.276 0.00
H -1.327 -1.725 3.558 0.00
H 0.359 -1.650 2.969 0.00
Cl 4.502 2.759 -0.814 0.00
C 3.731 1.309 -0.316 0.00
C 4.480 0.203 0.059 0.00
C 3.805 -0.946 0.435 0.00
C 2.418 -0.947 0.420 0.01
N 1.709 0.122 0.071 0.02
C 2.343 1.230 -0.285 0.00
H 5.559 0.241 0.061 0.00
H 4.355 -1.823 0.732 0.00
H 1.855 -1.832 0.684 0.00
H 1.730 2.077 -0.560 0.00
Cl -2.402 2.206 -4.638 0.00
C -1.905 0.547 -4.277 0.00
Cl -0.633 0.045 -5.382 0.00
Cl -3.301 -0.524 -4.423 0.00
C -1.415 0.492 -2.812 -0.02
O -2.259 0.696 -1.924 0.03
O -0.215 0.246 -2.611 0.04
```

## Properties
* molar mass: 464.9 g/mol
* E_HOMO (alpha / beta): -0.343 / -0.343 Ha
* relative energy (zero: lowest compared OMol25 entry of this formula, charge and spin): 0.0 kcal/mol
* total energy: -4110.563154 Eh
* HOMO-LUMO gap (alpha / beta): 9.09 / 9.06 eV
* lowest unoccupied orbital energy (alpha / beta): -0.24 / -0.27 eV
* largest force on an atom: 2.47 eV/A
* 2S+1: 5

=====

(2)
ORCA calculation (wB97M-V/def2-TZVPD) on C4H4LiO5Tl as an isolated structure in a non-equilibrium geometry.

XYZ file:
```
15
Properties=species:S:1:pos:R:3:mulliken_spin:R:1
O 0.449 -1.269 -0.524 0.00
O 0.695 0.409 0.854 0.01
C -1.844 2.431 -0.537 0.85
C -3.128 1.712 -0.268 -0.05
O -2.860 0.350 -0.031 0.10
C 1.196 -0.527 0.169 0.00
H -1.446 3.158 0.176 0.01
H -1.266 2.195 -1.436 0.01
H -3.810 1.820 -1.134 0.04
H -3.639 2.162 0.602 0.01
O 3.461 0.256 0.402 0.00
O 3.173 -1.858 -0.165 0.00
C 2.731 -0.727 0.140 0.00
Tl -1.111 -0.181 0.160 0.03
Li 4.959 -1.025 0.111 0.00
```

## Properties
* molar mass: 343.4 g/mol
* E_HOMO (alpha / beta): -0.488 / -0.513 Ha
* relative energy (zero: lowest compared OMol25 entry of this formula, charge and spin): 0.0 kcal/mol
* total energy: -710.686004 Eh
* net charge: +1
* HOMO-LUMO gap (alpha / beta): 8.30 / 8.76 eV
* lowest unoccupied orbital energy (alpha / beta): -4.99 / -5.19 eV
* largest force on an atom: 4.57 eV/A
* 2S+1: 2

=====

(3)
ORCA calculation (wB97M-V/def2-TZVPD) on a 2-piece molecular cluster, C4H11N2O overall in a non-equilibrium geometry.

XYZ file:
```
18
Properties=species:S:1:pos:R:3:nbo_charge:R:1
C -1.388 -0.010 -1.495 -0.07
C -0.843 1.212 -1.665 -0.36
N -2.072 -0.360 -0.251 -0.73
H -1.316 -0.813 -2.203 0.24
H -0.326 1.456 -2.632 0.26
H -0.912 2.000 -0.917 0.22
H -1.350 -0.778 0.462 0.48
H -2.546 0.462 0.184 0.44
H -2.816 -1.011 -0.416 0.44
O -0.379 -1.282 1.564 -0.60
C 0.802 -0.932 1.745 0.51
C 1.759 -0.552 0.653 -0.34
N 2.080 0.867 0.897 -0.80
H 1.211 -0.853 2.757 0.17
H 2.626 -1.141 0.780 0.24
H 1.299 -0.798 -0.318 0.18
H 2.883 1.131 0.301 0.39
H 1.290 1.403 0.554 0.35
```

## Properties
* molar mass: 103.1 g/mol
* E_HOMO: -0.508 Ha
* relative energy (zero: lowest compared OMol25 entry of this formula, charge and spin): 59.8 kcal/mol
* total energy: -343.468856 Eh
* net charge: +1
* HOMO-LUMO gap: 10.47 eV
* lowest unoccupied orbital energy: -3.34 eV
* largest force on an atom: 2.26 eV/A
* 2S+1: 1

=====

(4)
ORCA calculation (wB97M-V/def2-TZVPD) on one molecule with the formula C9H14N2O2 in a non-equilibrium geometry.

XYZ file:
```
27
Properties=species:S:1:pos:R:3:nbo_charge:R:1
C -1.513 -1.184 -0.715 0.71
C 1.667 1.622 -1.293 -0.29
C -1.078 0.158 -0.989 0.09
C 1.596 0.803 -0.024 -0.05
C 0.858 1.089 1.074 0.07
C 2.220 -0.592 -0.127 -0.64
C 0.589 0.059 2.178 -0.67
C 0.006 2.391 1.137 -0.67
C -3.170 -2.833 -0.902 -0.27
N 0.432 1.616 -2.075 -0.23
N -0.406 0.786 -1.748 0.00
O -0.855 -1.801 0.075 -0.60
O -2.643 -1.551 -1.274 -0.49
H 1.849 2.685 -1.241 0.23
H 2.398 1.158 -1.954 0.21
H 2.831 -0.792 0.637 0.21
H 2.814 -0.543 -0.944 0.20
H 1.334 -1.344 -0.305 0.23
H 1.585 -0.291 2.550 0.22
H -0.066 -0.746 1.749 0.26
H 0.008 0.470 2.921 0.21
H 0.185 3.147 0.277 0.23
H 0.354 2.967 2.088 0.21
H -1.018 2.176 1.457 0.23
H -4.137 -2.700 -0.333 0.20
H -2.445 -3.294 -0.296 0.21
H -3.395 -3.456 -1.924 0.20
```

## Properties
* molar mass: 182.2 g/mol
* E_HOMO: -0.317 Ha
* relative energy (zero: lowest compared OMol25 entry of this formula, charge and spin): 134.5 kcal/mol
* total energy: -611.150258 Eh
* HOMO-LUMO gap: 9.25 eV
* lowest unoccupied orbital energy: 0.62 eV
* largest force on an atom: 5.61 eV/A
* 2S+1: 1

=====

(5)
ORCA calculation (wB97M-V/def2-TZVPD) on a 12-piece molecular cluster, C41H103O38P7 overall in a non-equilibrium geometry.

XYZ file:
```
189
Properties=species:S:1:pos:R:3:lowdin_charge:R:1
C -1.072 6.436 0.925 -0.08
O -0.396 7.470 0.140 -0.21
P 0.423 7.112 -1.204 0.37
O 1.512 8.063 -1.577 -0.24
O 0.970 5.622 -0.995 -0.25
C 1.967 5.385 0.011 -0.08
O -0.708 6.919 -2.251 -0.18
C -0.373 6.289 -3.475 -0.11
H -0.489 6.138 1.796 0.08
H -1.506 5.613 0.358 0.08
H -2.023 6.900 1.186 0.09
H 2.639 6.238 -0.082 0.09
H 2.593 4.523 -0.220 0.08
H 1.479 5.341 0.985 0.07
H 0.189 6.854 -4.218 0.10
H -1.195 5.872 -4.057 0.09
H 0.264 5.421 -3.306 0.06
C -6.940 4.562 -3.264 -0.07
O -6.478 4.172 -1.927 -0.26
P -5.695 2.721 -1.635 0.45
O -6.565 1.579 -1.886 -0.22
O -4.878 2.741 -0.237 -0.21
C -5.500 2.286 0.905 -0.14
O -4.472 2.688 -2.671 -0.23
C -3.298 3.515 -2.696 -0.08
H -6.098 5.208 -3.512 0.07
H -7.741 5.299 -3.200 0.09
H -6.976 3.778 -4.020 0.09
H -5.409 2.933 1.778 0.08
H -4.992 1.397 1.278 0.09
H -6.564 2.101 0.760 0.09
H -2.765 3.256 -3.611 0.08
H -2.589 3.250 -1.912 0.08
H -3.437 4.596 -2.711 0.09
C -3.132 -6.471 6.984 -0.12
O -2.951 -5.073 7.203 -0.24
P -2.762 -4.071 5.882 0.50
O -2.241 -2.741 6.303 -0.24
O -4.300 -4.172 5.396 -0.24
C -5.317 -3.586 6.173 -0.11
O -1.960 -4.932 4.770 -0.20
C -1.493 -4.328 3.592 -0.11
H -3.840 -6.890 7.699 0.09
H -2.203 -7.038 7.038 0.09
H -3.648 -6.569 6.029 0.08
H -5.697 -4.397 6.794 0.09
H -6.139 -3.114 5.635 0.09
H -4.877 -2.745 6.708 0.09
H -1.608 -3.245 3.553 0.06
H -1.956 -4.620 2.649 0.07
H -0.430 -4.516 3.443 0.09
C -5.392 -0.833 -7.446 -0.16
O -5.452 -2.168 -7.070 -0.23
P -4.102 -2.955 -6.425 0.53
O -2.807 -2.871 -7.184 -0.26
O -4.093 -2.252 -4.992 -0.22
C -3.310 -2.783 -3.877 -0.05
O -4.801 -4.429 -6.170 -0.24
C -5.180 -5.310 -7.150 -0.14
H -6.067 -0.641 -8.281 0.09
H -4.451 -0.581 -7.935 0.08
H -5.533 -0.099 -6.653 0.09
H -2.735 -3.675 -4.122 0.10
H -4.034 -2.931 -3.075 0.07
H -2.646 -2.005 -3.499 0.07
H -5.926 -5.960 -6.693 0.10
H -4.329 -5.802 -7.620 0.09
H -5.697 -4.772 -7.945 0.09
C 2.520 5.793 4.832 -0.17
O 2.224 4.495 4.790 -0.20
P 3.178 3.536 3.922 0.46
O 2.922 3.497 2.432 -0.26
O 4.692 3.815 4.392 -0.21
C 5.768 3.255 3.637 -0.09
O 2.888 2.178 4.659 -0.19
C 2.541 0.973 4.005 -0.09
H 3.572 5.923 5.084 0.09
H 1.790 6.107 5.578 0.11
H 2.353 6.269 3.866 0.09
H 5.542 2.691 2.731 0.06
H 6.308 2.639 4.355 0.09
H 6.519 3.974 3.309 0.09
H 2.871 0.153 4.643 0.09
H 2.858 0.951 2.963 0.08
H 1.455 0.876 4.028 0.07
C 1.610 1.199 -0.092 -0.10
O 0.319 0.811 -0.560 -0.24
P -0.287 -0.709 -0.256 0.51
O 0.757 -1.739 -0.409 -0.23
O -1.096 -0.636 1.163 -0.22
C -0.462 -0.836 2.388 -0.11
O -1.510 -0.824 -1.333 -0.25
C -2.608 0.075 -1.140 -0.10
H 1.923 0.341 0.503 0.07
H 1.553 1.962 0.684 0.07
H 2.390 1.523 -0.782 0.07
H -0.323 -1.890 2.630 0.07
H -1.055 -0.485 3.232 0.10
H 0.440 -0.225 2.431 0.07
H -3.366 -0.294 -0.449 0.10
H -3.060 0.348 -2.093 0.09
H -2.243 1.003 -0.701 0.07
C 7.698 -1.138 4.214 -0.12
O 6.297 -1.240 4.327 -0.22
P 5.491 -2.244 3.346 0.54
O 5.973 -3.649 3.486 -0.24
O 3.969 -1.897 3.767 -0.23
C 2.965 -2.815 3.448 -0.11
O 5.666 -1.562 1.777 -0.25
C 6.555 -2.168 0.893 -0.15
H 8.104 -0.642 5.096 0.09
H 8.062 -0.593 3.343 0.08
H 8.166 -2.111 4.067 0.09
H 2.876 -3.698 4.081 0.10
H 3.169 -3.232 2.462 0.09
H 2.008 -2.302 3.346 0.08
H 5.980 -2.797 0.214 0.09
H 7.235 -2.843 1.412 0.08
H 7.072 -1.386 0.337 0.07
C -1.718 2.849 2.573 -0.04
C -1.579 3.149 4.064 -0.24
O -2.836 3.154 4.629 -0.03
C -3.659 2.107 4.953 -0.47
C -5.033 2.561 5.500 0.03
O -3.286 0.984 4.739 0.10
H -2.103 3.699 2.010 0.06
H -2.361 2.015 2.294 0.07
H -0.769 2.609 2.093 0.07
H -0.806 2.615 4.616 0.12
H -1.154 4.143 4.205 0.12
H -5.728 1.722 5.465 0.08
H -5.498 3.385 4.958 0.08
H -4.980 2.813 6.560 0.08
C -2.299 -3.700 -0.047 -0.08
C -3.030 -4.959 -0.342 -0.22
O -4.338 -4.547 -0.824 -0.06
C -5.117 -5.382 -1.677 -0.47
C -6.001 -4.652 -2.619 0.00
O -5.182 -6.592 -1.614 0.11
H -2.832 -3.145 0.725 0.09
H -2.142 -3.045 -0.904 0.06
H -1.300 -4.033 0.234 0.09
H -2.582 -5.532 -1.153 0.12
H -3.041 -5.671 0.483 0.12
H -6.243 -3.670 -2.213 0.09
H -6.942 -5.197 -2.540 0.09
H -5.695 -4.448 -3.645 0.07
C 4.118 2.148 -4.532 -0.05
C 3.113 2.575 -3.458 -0.18
O 1.965 1.696 -3.524 0.00
C 0.858 2.122 -4.098 -0.53
C -0.253 1.110 -4.175 0.04
O 0.598 3.248 -4.504 0.07
H 4.506 2.971 -5.132 0.08
H 3.745 1.458 -5.288 0.08
H 4.938 1.586 -4.085 0.06
H 3.624 2.683 -2.501 0.10
H 2.798 3.587 -3.711 0.11
H -1.218 1.587 -4.345 0.08
H -0.141 0.566 -3.237 0.07
H -0.024 0.462 -5.021 0.10
C 5.620 1.809 -0.028 -0.07
C 6.864 1.538 -0.759 -0.26
O 7.920 2.101 -0.040 -0.02
C 9.198 2.323 -0.424 -0.49
C 9.974 3.124 0.651 0.02
O 9.703 2.146 -1.513 0.10
H 4.775 1.332 -0.524 0.08
H 5.418 2.880 -0.020 0.09
H 5.787 1.331 0.937 0.07
H 6.887 0.453 -0.858 0.11
H 6.830 2.029 -1.732 0.13
H 10.360 2.382 1.350 0.08
H 9.146 3.688 1.081 0.07
H 10.677 3.882 0.307 0.09
C 3.286 -7.343 -5.181 -0.05
C 2.161 -7.412 -4.109 -0.18
O 2.077 -6.089 -3.535 -0.04
C 0.947 -5.656 -2.983 -0.53
C 1.058 -4.172 -2.610 0.02
O 0.080 -6.393 -2.584 0.09
H 4.282 -7.428 -4.746 0.07
H 3.215 -6.452 -5.805 0.08
H 3.273 -8.268 -5.758 0.07
H 1.109 -7.625 -4.295 0.11
H 2.366 -8.115 -3.302 0.12
H 0.182 -3.527 -2.546 0.07
H 1.654 -3.635 -3.348 0.08
H 1.745 -4.062 -1.771 0.08
```

## Properties
* molar mass: 1421.1 g/mol
* E_HOMO: -0.373 Ha
* relative energy (zero: lowest compared OMol25 entry of this formula, charge and spin): 102.6 kcal/mol
* total energy: -6873.048823 Eh
* HOMO-LUMO gap: 10.40 eV
* lowest unoccupied orbital energy: 0.24 eV
* largest force on an atom: 5.38 eV/A
* 2S+1: 1